1.
{
  "formula": "C4H7NSi",
  "method": "ωB97M-V with the def2-TZVPD basis set",
  "spin_multiplicity": 1,
  "fmax_ev_per_a": 0.6,
  "e_homo_ev": [-7.215, -8.102],
  "relative_energy_kcal_mol": 58.19,
  "gap_ha": [0.2655, 0.3141],
  "e_lumo_ev": [0.01, 0.45],
  "species": ["C", "C", "C", "C", "N", "Si", "H", "H", "H", "H", "H", "H", "H"],
  "coordinates": [[-1.0544, -0.5216, 0.0928], [-0.3773, 0.0501, -0.8693], [0.6698, 0.3389, 1.5432], [-0.6544, -0.3601, 1.5298], [1.7106, 0.4418, 2.1450], [0.2462, 0.4702, -2.5301], [-1.9585, -1.1074, -0.0868], [-1.3729, 0.2792, 2.0528], [-0.6057, -1.2993, 2.1047], [2.0784, -0.0266, 2.9699], [1.4590, 1.2828, -2.3801], [-0.7117, 1.2314, -3.3422], [0.5708, -0.7794, -3.2295]],
  "forces_ev_per_a": [[-0.1232, -0.0275, 0.0147], [0.1307, 0.0207, 0.3457], [-0.1546, 0.1341, -0.5465], [0.1423, -0.0783, 0.4006], [0.3782, 0.2436, -0.1670], [0.0086, -0.0536, 0.2675], [0.0001, -0.0473, -0.1035], [-0.0278, 0.0283, -0.0204], [-0.0544, -0.0062, -0.1584], [-0.3339, -0.2363, 0.1526], [0.1607, 0.0763, -0.0450], [-0.2110, 0.0959, -0.0204], [0.0844, -0.1498, -0.1199]],
  "nbo_charge": [-0.268, -0.363, 0.409, -0.558, -0.649, 0.852, 0.211, 0.248, 0.221, 0.370, -0.152, -0.160, -0.159]
}

---

2.
{
  "formula": "C26H21F6NO2S",
  "method": "ωB97M-V with the def2-TZVPD basis set",
  "spin_multiplicity": 1,
  "fmax_ev_per_a": 2.5,
  "e_homo_ev": -5.587,
  "relative_energy_kcal_mol": 46.79,
  "gap_ha": 0.1125,
  "e_lumo_ev": -2.53,
  "species": ["F", "C", "F", "F", "S", "C", "C", "C", "C", "C", "C", "F", "F", "F", "C", "C", "O", "O", "H", "H", "H", "H", "H", "C", "C", "N", "C", "C", "C", "C", "C", "C", "C", "C", "C", "C", "C", "C", "C", "C", "C", "H", "H", "H", "H", "H", "H", "H", "H", "H", "H", "H", "H", "H", "H", "H", "H"],
  "coordinates": [[-5.9438, 0.2305, 1.4863], [-5.0558, 1.1837, 1.1471], [-4.8910, 1.1459, -0.2096], [-5.5535, 2.3948, 1.4755], [-3.3868, 0.9005, 1.9603], [-2.3990, 2.1707, 1.3344], [-1.1498, 2.5245, 1.8878], [-0.5425, 1.8459, 2.9899], [0.7029, 2.2097, 3.4578], [1.4010, 3.2567, 2.8664], [2.7679, 3.6202, 3.3829], [3.5511, 4.1875, 2.4135], [2.6889, 4.5226, 4.4198], [3.4434, 2.5278, 3.8606], [0.8283, 3.9836, 1.8241], [-0.4148, 3.6261, 1.3430], [-3.6216, 1.0746, 3.3738], [-2.9530, -0.3806, 1.4322], [-2.8162, 2.7325, 0.5079], [-1.0504, 1.0270, 3.4977], [1.1468, 1.6698, 4.2897], [1.3660, 4.8209, 1.3942], [-0.8747, 4.1827, 0.5250], [-2.6934, -3.6402, -0.5480], [-3.0744, -2.5141, -1.4075], [-4.3535, -2.3220, -1.7899], [-4.4809, -1.1846, -2.5865], [-3.1978, -0.6044, -2.7104], [-3.0956, 0.6392, -3.3219], [-4.2469, 1.2298, -3.8706], [-5.5125, 0.6358, -3.7241], [-5.6442, -0.5846, -3.0478], [-2.2719, -1.4612, -1.9443], [-0.9280, -1.2607, -1.6759], [-0.0669, -0.3548, -2.3750], [-0.1134, -0.1857, -3.7844], [0.6775, 0.7694, -4.4098], [1.5303, 1.5901, -3.6619], [2.2968, 2.6835, -4.3388], [1.6490, 1.3764, -2.2814], [0.9006, 0.3938, -1.6509], [-1.6050, -3.6550, -0.4449], [-3.1533, -3.5330, 0.4471], [-3.0309, -4.5949, -0.9813], [-5.1213, -2.9288, -1.5138], [-2.1241, 1.1348, -3.3526], [-4.1591, 2.1768, -4.4063], [-6.3978, 1.1310, -4.1289], [-6.5964, -1.0818, -2.8699], [-0.5095, -1.8222, -0.8396], [-0.7821, -0.8157, -4.3739], [0.6180, 0.9080, -5.4910], [2.9892, 3.1509, -3.6325], [2.8692, 2.2975, -5.1921], [1.6197, 3.4602, -4.7208], [2.3354, 1.9996, -1.7058], [0.9983, 0.2107, -0.5799]],
  "forces_ev_per_a": [[0.4938, 0.5272, -0.1497], [0.3021, 0.5662, -0.4472], [-0.3733, 0.0061, 0.7542], [0.1345, -0.9700, -0.2790], [1.5696, 1.8857, -0.5455], [-0.9986, -0.3717, -0.1606], [0.1115, -0.0514, 0.4181], [0.0029, -0.0204, 0.0025], [-0.1754, -0.0197, -0.1805], [1.0207, 0.2018, 0.2182], [-0.6212, -0.0872, -0.0606], [-0.2859, -0.2438, 0.8094], [0.5246, -0.5481, -0.6451], [-0.2277, 0.8916, -0.2007], [-0.2744, -0.2813, -0.0454], [-0.2185, -0.1988, -0.0155], [-0.2395, -0.8872, -0.0331], [-0.6334, -0.7210, 0.3237], [-0.0569, -0.1798, 0.0116], [-0.0225, 0.2027, -0.2486], [-0.0696, 0.0504, -0.1141], [-0.0493, -0.0425, -0.0240], [0.1701, -0.0644, 0.1809], [0.2531, -0.4260, 0.2909], [-1.3776, 0.5593, 0.0232], [1.1605, -0.6965, 0.3785], [0.3108, 1.0570, -0.0866], [-0.7095, -0.1632, 0.0377], [-0.1397, 0.2146, -0.2676], [0.1020, -0.2459, 0.2995], [0.2422, -0.3254, 0.0692], [0.2546, -0.0254, -0.1552], [0.5306, 0.4471, -0.4188], [-1.0891, -0.5932, 0.1048], [1.0556, 0.7638, -0.4817], [-0.1434, 0.0927, 0.3096], [-0.2353, -0.2788, 0.2144], [-0.1525, -0.1423, 0.2188], [0.2376, 0.1798, -0.0265], [-0.0412, -0.0311, -0.1289], [-0.4801, -0.3823, -0.0877], [-0.2738, -0.1924, 0.1302], [0.1801, 0.0617, -0.2682], [0.1722, 0.2807, 0.1304], [0.2949, 0.2165, -0.0931], [-0.4724, -0.0156, -0.1702], [-0.0336, -0.2605, 0.2742], [0.3210, -0.1780, 0.1522], [0.0640, 0.3257, -0.1353], [0.0181, 0.1526, -0.1061], [0.1434, 0.2122, 0.1648], [0.0148, -0.1141, 0.2892], [-0.0780, -0.0117, -0.2053], [-0.1163, 0.0824, 0.1808], [0.1270, -0.1925, 0.1022], [-0.2108, -0.2300, -0.0932], [-0.0127, 0.2142, -0.2154]],
  "nbo_charge": [-0.319, 0.734, -0.343, -0.312, 2.091, -0.833, 0.005, -0.242, -0.167, -0.275, 0.986, -0.342, -0.343, -0.340, -0.163, -0.278, -0.928, -0.987, 0.229, 0.209, 0.215, 0.214, 0.198, -0.685, 0.417, -0.462, 0.107, -0.002, -0.184, -0.205, -0.188, -0.210, -0.194, 0.100, -0.190, -0.141, -0.236, 0.051, -0.641, -0.230, -0.060, 0.243, 0.279, 0.247, 0.433, 0.233, 0.227, 0.229, 0.224, 0.226, 0.224, 0.223, 0.227, 0.229, 0.234, 0.234, 0.231]
}

---

3.
{
  "formula": "C5H19BN2O6P",
  "method": "ωB97M-V with the def2-TZVPD basis set",
  "spin_multiplicity": 1,
  "fmax_ev_per_a": 9.3,
  "e_homo_ev": -13.166,
  "charge": 1,
  "gap_ha": 0.3201,
  "e_lumo_ev": -4.45,
  "species": ["C", "O", "B", "O", "N", "C", "C", "C", "N", "P", "O", "O", "O", "H", "H", "H", "H", "H", "H", "H", "H", "H", "H", "H", "H", "H", "H", "H", "C", "O", "H", "H", "H", "H"],
  "coordinates": [[-2.0213, -1.4137, 0.2277], [-0.6052, -1.8028, 0.3004], [0.2049, -1.1060, -0.7491], [0.8499, -1.9975, -1.7521], [0.3465, 0.4029, -0.6803], [0.6017, 1.0950, -1.9957], [-0.3087, 0.6030, -3.2581], [-1.9300, 0.6876, -3.0483], [-2.4050, 1.7163, -2.0507], [1.6590, 0.7023, 0.5449], [3.0544, 1.0509, -0.1095], [1.2479, 2.0173, 1.6347], [1.9478, -0.7284, 1.5579], [-2.6900, -2.3716, 0.2900], [-2.3264, -0.8125, -0.7281], [-2.3362, -0.7330, 1.1555], [0.0577, -2.3969, -2.2577], [-0.5059, 0.8776, -0.2540], [0.3468, 2.2480, -1.8223], [1.7269, 1.0808, -2.3544], [-0.0558, 1.3428, -4.1614], [-0.0321, -0.4756, -3.6787], [-2.3559, -0.4050, -2.8674], [-2.3833, 1.0170, -4.1024], [-1.8343, 2.5853, -2.1308], [-2.4662, 1.3539, -1.0753], [1.1735, 1.6675, 2.5873], [2.7033, -1.2135, 1.0712], [1.2315, -0.9194, 5.2755], [1.6044, -0.0655, 4.2096], [0.6715, -0.3415, 6.0144], [0.6013, -1.7264, 4.8937], [2.1282, -1.3331, 5.7432], [2.0992, -0.6058, 3.5703]],
  "forces_ev_per_a": [[-1.9637, 0.6137, 1.1540], [0.7154, 2.8706, -3.4446], [-1.2393, -6.1564, 0.4810], [-3.2151, 2.9534, 1.4961], [-0.3160, 0.5575, 0.9612], [0.6502, 2.7299, -3.2860], [-0.1604, -0.1043, -1.0149], [-0.2099, -0.2275, -1.3632], [1.0768, -1.0657, -0.1708], [8.3708, 2.4370, 3.2538], [-5.9861, -1.4989, 1.3995], [-0.2930, -4.3857, -1.4846], [-0.4381, 2.0119, -3.6380], [1.4597, 1.7868, -0.2547], [0.7230, -1.2449, 1.5005], [0.8653, -1.4683, -1.8625], [1.8533, 0.3186, 1.2110], [0.7062, -0.9636, -0.5556], [0.6329, -2.5974, -0.2059], [-2.2510, -0.3719, 1.3557], [-0.2306, -1.4822, 2.2336], [-0.3538, 2.3847, 1.1525], [0.6832, 2.4776, 0.0048], [1.0103, -0.8642, 2.2973], [-0.8471, -0.9970, 0.3251], [0.0886, 0.6618, -1.1117], [0.1005, 0.2584, -1.3213], [-1.3009, 1.0753, 0.8698], [-0.0636, -0.1960, 0.2167], [0.3019, 0.2726, -0.8002], [0.1286, -0.0512, -0.1793], [-0.0294, -0.0779, 0.2179], [-0.1631, -0.0605, 0.1383], [-0.3054, 0.4037, 0.4245]],
  "nbo_charge": [-0.308, -0.730, 1.356, -0.899, -0.996, -0.288, -0.470, -0.261, -0.840, 2.263, -0.964, -0.911, -0.937, 0.248, 0.169, 0.206, 0.527, 0.497, 0.245, 0.309, 0.267, 0.245, 0.205, 0.240, 0.374, 0.349, 0.557, 0.540, -0.247, -0.758, 0.193, 0.164, 0.177, 0.478]
}